Entry 1:
A structure of composition C40H20N8O3ReS in a non-equilibrium geometry, computed with the ωB97M-V functional and the def2-TZVPD basis.

Each line ends with the Mulliken spin population.
Cartesian coordinates (Å):
C -5.93346 3.89116 -1.86957  -0.008
H -6.80174 3.03394 -3.63609  0.002
C -1.72275 4.48866 3.58009  0.041
H 8.06319 0.15156 -2.74773  0.000
C 3.54133 -0.22974 -0.03854  0.000
C 0.44139 -2.37665 0.74070  -0.092
N -0.91946 1.46920 1.68459  -0.003
N -2.16789 1.43265 -0.86620  -0.047
C 0.79537 -2.29334 3.00489  -0.029
C -1.33035 3.27802 3.02590  0.015
C -0.55318 2.36729 3.74773  0.020
Re -0.66181 0.34443 0.00642  0.699
C -0.33182 1.21176 2.88167  -0.043
C -2.78690 2.50640 -0.28017  0.147
C -1.43838 -2.02720 -3.45196  -0.037
C 4.85430 -0.09070 -0.67856  0.000
C -0.14512 -4.08077 -3.33364  -0.026
C -3.93752 2.87274 -1.09425  0.025
C 0.64069 1.48464 -0.69650  0.128
C -3.98811 1.96127 -2.14987  0.025
C 6.00703 -0.39617 -2.77905  0.000
H 1.12620 -5.17040 1.21303  -0.001
H -1.58473 5.70456 5.33057  0.000
C 6.01162 0.38180 -0.06979  0.000
C 0.82785 -3.15716 1.91021  -0.012
H -2.61678 -1.70105 -5.22315  0.000
C 4.85189 -0.47776 -2.00702  0.000
N 0.24121 0.08490 3.26069  0.022
C -1.30921 4.76507 4.87137  -0.020
C -0.53405 3.85135 5.59586  0.037
H 1.51526 -4.49235 5.43737  -0.001
C 1.10709 -4.50810 2.06680  -0.017
C -1.92963 -2.35789 -4.70992  0.017
N 0.31074 -2.87224 -0.47287  0.047
C -1.50822 -3.54853 -5.27002  -0.015
C -0.28948 -2.26527 -1.48088  -0.091
O 2.64355 -0.75575 -0.94972  -0.001
H -4.86528 4.54825 -0.11310  0.003
C -0.62310 -4.39922 -4.59119  0.017
H 0.53320 -4.73393 -2.80209  -0.002
C -0.56294 -2.88009 -2.77067  0.014
C -0.14948 2.63958 5.04645  -0.025
N -0.91694 -1.05195 -1.45411  0.019
C 7.16516 0.46191 -0.82331  0.000
C -4.91256 3.84966 -0.93673  0.037
H 1.00651 -2.07496 5.13430  -0.001
S 3.27206 -1.03761 -2.46886  0.000
H 0.44516 1.92742 5.60024  -0.001
N 0.23396 -1.07954 1.14500  -0.012
O 1.43984 2.19638 -1.13339  0.127
N -2.44872 3.12274 0.84149  -0.061
H 6.01132 -0.68790 -3.81889  0.000
C 0.39716 -0.98286 2.50421  -0.064
C 1.32302 -4.09731 4.44892  -0.009
C -1.59508 2.66772 1.72843  0.099
C -2.86159 1.05028 -1.97952  0.076
H -5.05114 1.28605 -3.89414  0.001
H -6.71155 4.63801 -1.77936  0.000
N -2.58007 0.05185 -2.79959  -0.022
H -0.31329 -5.32242 -5.06264  0.001
H 1.57591 -6.01147 3.51040  0.000
H -1.86513 -3.83357 -6.25072  -0.001
H 5.98448 0.67281 0.97097  0.000
H -2.32531 5.18623 3.01594  0.002
H 8.08059 0.82305 -0.37838  0.000
C -5.01592 1.99878 -3.08234  -0.002
C -5.98498 2.97643 -2.92938  0.029
C 7.15279 0.07699 -2.16836  0.000
C 1.35756 -4.96462 3.34906  -0.002
H -0.23123 4.10047 6.60441  0.002
O 3.19490 0.04320 1.07264  0.000
C 1.03847 -2.75234 4.29245  -0.005
C -1.68593 -0.88837 -2.58057  0.002

Atomic forces in eV per Å
-0.1 0.0 -0.1
0.0 0.0 0.0
0.0 0.0 0.0
0.0 0.0 0.0
0.0 0.0 0.0
0.3 0.2 0.1
0.2 -0.6 0.0
-0.3 -0.5 0.2
0.0 0.1 0.1
0.1 0.0 -0.1
0.0 0.0 0.1
-0.9 0.5 -0.5
0.0 0.1 0.0
0.1 0.1 -0.2
0.0 0.0 0.0
0.0 0.0 0.1
0.0 0.0 -0.1
-0.1 0.1 0.1
1.0 0.5 -0.2
-0.2 0.0 -0.1
0.0 0.0 0.1
0.0 0.0 0.0
0.0 0.0 0.0
0.0 0.0 -0.1
0.0 0.0 -0.1
0.0 0.0 0.0
0.0 0.0 -0.1
-0.1 0.0 0.1
0.0 0.0 0.0
0.0 0.0 0.0
0.0 0.0 0.0
0.1 0.0 0.1
0.0 0.0 0.0
-0.1 -0.1 0.0
0.0 0.0 0.0
-0.1 -0.1 0.0
0.1 0.0 0.0
0.0 0.0 0.0
0.0 0.0 0.0
0.0 0.0 0.0
0.0 0.0 0.0
0.0 0.0 0.0
0.1 -0.1 0.5
0.0 0.0 0.0
0.1 0.0 0.0
0.0 0.0 0.0
-0.1 0.0 0.0
0.0 0.0 0.0
-0.6 -0.2 0.1
-0.2 -0.2 0.1
-0.1 0.0 0.0
0.0 0.0 -0.1
0.4 0.0 -0.2
0.0 0.0 0.0
-0.1 0.0 0.1
0.3 0.3 0.0
0.0 0.0 0.0
0.0 0.0 0.0
-0.1 0.0 0.0
0.0 0.0 0.0
0.0 0.0 0.0
0.0 0.0 0.0
0.0 0.0 0.0
0.0 0.0 0.0
0.0 0.0 0.0
0.1 0.0 0.0
0.0 0.0 0.1
0.0 0.0 0.0
0.0 0.0 0.0
0.0 0.0 0.0
0.0 -0.1 -0.1
0.1 0.0 0.0
0.1 0.0 0.1

Summary:
energy above the lowest of the compared OMol25 structures with the same formula, charge and spin = 0.0000 eV
<S²> = 0.95
frontier orbital gap (spin up / spin down) = 5.3 / 4.4 eV
lowest unoccupied orbital energy (spin up / spin down) = -1.3 / -2.0 eV
multiplicity = 2



Entry 2:
A structure of composition C2H5NO in a non-equilibrium geometry, computed with the ωB97M-V functional and the def2-TZVPD basis.

Each line ends with the natural charge from an NBO analysis.
Cartesian coordinates (Å):
H 1.16175 0.71915 1.17662  0.201
N -0.07614 0.66991 -0.53628  -0.142
C 1.17516 0.45318 0.11334  -0.487
C -1.42872 -0.66817 -0.11212  0.089
H 1.86382 1.10067 -0.43186  0.222
H -2.14525 -0.78102 -0.90973  0.179
H -0.88725 -1.50506 0.29988  0.164
O -1.19719 0.58634 0.39429  -0.423
H 1.53381 -0.57501 0.00585  0.197

Atomic forces in eV per Å
0.0 0.0 -0.1
-3.0 -2.4 -0.9
0.4 -0.5 0.7
3.3 2.9 -1.2
0.1 0.0 0.1
-0.2 0.0 0.0
0.0 -0.1 0.2
-0.7 0.0 1.2
0.1 0.1 0.1

Summary:
energy above the lowest of the compared OMol25 structures with the same formula, charge and spin = 5.4883 eV
frontier orbital gap (spin up / spin down) = 9.1 / 9.2 eV
lowest unoccupied orbital energy (spin up / spin down) = 0.1 / 0.1 eV



Entry 3:
A cluster of 2 separate species, C4H10I2Si in total in a non-equilibrium geometry, computed with the ωB97M-V functional and the def2-TZVPD basis.

Each line ends with the natural charge from an NBO analysis.
Cartesian coordinates (Å):
C -0.64334 2.44349 1.17888  -1.259
H -1.38797 2.01668 1.93013  0.285
H -0.43712 -0.93291 -1.99800  0.189
H 0.11815 -2.46691 1.23961  0.262
H -1.11188 -1.21181 1.54909  0.193
C -0.54038 -1.68734 0.72190  -0.609
C 0.30256 -0.59528 -0.01037  -0.755
H 1.31927 -0.47087 -1.88448  0.263
I -1.62086 1.74361 -2.29177  -0.096
H 1.29092 -0.48575 0.39808  0.335
Si -0.56546 1.12208 -0.12725  1.635
C 0.53072 -1.02170 -1.40396  -0.676
H -1.11933 3.42295 0.88477  0.288
H 1.08237 -2.01482 -1.56463  0.279
H -1.30404 -2.04526 -0.01319  0.216
H 0.32894 2.82223 1.51018  0.307
I 3.75745 -0.63839 -0.11900  -0.857

Atomic forces in eV per Å
-1.7 1.0 -0.2
1.5 0.5 -0.3
1.3 -0.6 0.4
-0.9 0.9 -1.3
0.2 -0.4 -0.2
-0.4 0.8 1.0
-1.7 -0.4 0.3
0.1 1.1 -0.3
0.5 -0.3 1.3
0.9 0.6 0.9
0.6 -0.3 -0.7
0.0 -1.3 -2.9
0.1 -1.2 -0.4
-1.5 0.8 0.9
0.8 -0.3 0.8
0.0 -1.0 0.6
0.0 0.1 0.1

Summary:
energy above the lowest of the compared OMol25 structures with the same formula, charge and spin = 4.3178 eV
frontier orbital gap = 4.2 eV
lowest unoccupied orbital energy = -2.7 eV



Entry 4:
A structure of composition C43H41N7O4SeW in a non-equilibrium geometry, computed with the ωB97M-V functional and the def2-TZVPD basis.

Each line ends with the Löwdin charge.
Cartesian coordinates (Å):
H 2.06164 0.66527 -6.44908  0.076
C 3.75644 1.19967 -1.81948  -0.085
C -2.05896 -1.60893 -2.79868  -0.017
H 2.83084 1.95697 -5.52558  0.082
H -3.14196 -5.26653 -4.01998  0.075
N -1.23336 2.34217 -2.07408  -0.055
C -2.64696 3.97577 -1.71438  -0.037
H 7.52394 3.29327 1.87782  0.077
H 3.10484 1.98547 -2.19408  0.062
C 1.47674 -3.73653 2.96122  -0.023
H -4.88376 0.49377 -0.49678  0.093
H -3.35766 4.76437 -1.84418  0.095
C -3.44316 -5.11243 -2.98578  -0.057
H 1.31614 -3.22163 3.89412  0.105
C 1.36314 -0.24473 -4.02468  -0.041
C 5.54314 1.72597 -0.15658  -0.024
C 5.98884 2.01947 1.12152  -0.282
C 1.30024 -3.04193 1.75242  -0.206
C 7.43214 2.31837 1.40142  -0.058
C 2.05294 -5.71823 1.72422  -0.095
H -2.04586 -3.63733 3.86502  0.101
H 7.85314 1.57657 2.07792  0.077
H 1.31814 -3.17493 -0.38778  0.105
C 2.76004 1.91427 3.08362  -0.066
H 8.01824 2.33187 0.48592  0.070
Se 1.31734 1.80427 0.12862  0.825
N -1.86746 -2.49093 0.82742  -0.036
H 0.85314 -1.68113 -2.52258  0.123
C -2.60036 -3.66903 -1.11358  0.010
C 3.26564 1.67737 0.60352  -0.391
C 4.19744 1.54337 -0.43338  -0.302
H 1.80634 1.44067 2.85172  0.018
C 3.69634 1.87127 1.91522  -0.297
C -3.45586 2.32707 2.00922  -0.129
H -2.86806 -4.47503 -0.45148  0.103
H -4.53246 -5.07513 -2.94558  0.080
H 0.17454 2.89267 -4.19458  0.119
O -2.63306 0.70437 0.46362  -0.198
H -5.51906 2.94107 2.17822  0.109
C -0.34236 1.46077 -2.69778  -0.180
C -1.65646 -1.45933 -1.45158  -0.205
H 3.20404 1.39997 3.93292  0.081
H -5.73126 1.00227 0.97252  0.093
N -1.29086 2.47537 -0.73528  -0.029
H 1.99124 -5.60233 3.85762  0.103
C -2.04106 3.22327 -2.69128  -0.042
C -1.94806 -3.54733 1.66842  -0.044
H 2.02784 -0.92283 -4.53698  0.114
C 1.85054 -5.06213 2.93222  -0.087
H 3.16414 0.28837 -1.78628  0.065
O 0.62174 -1.09183 0.57722  -0.273
H 2.55364 2.94457 3.36712  0.085
H 5.39804 2.21677 3.15582  0.116
H -1.93246 -0.92753 3.59922  0.123
O 0.09894 0.12387 2.57072  -0.365
C -3.63286 1.43347 0.93842  -0.258
C 5.05704 2.03777 2.14672  -0.027
H 4.60164 1.06327 -2.48888  0.076
H -2.86456 4.89967 4.87612  0.110
C -1.91176 -1.68563 2.83312  -0.119
N 0.68864 -1.06053 2.87212  0.079
C 0.32954 1.88597 -3.84038  0.021
H -5.26096 2.20017 -0.23818  0.099
H -0.95446 3.62707 3.93152  0.127
C -4.96206 1.27467 0.25372  0.020
C 1.87314 1.49927 -5.77658  -0.048
H 1.98214 -5.54343 -0.40998  0.104
C -3.03196 4.18207 4.08882  -0.046
H 2.37164 -6.74923 1.70782  0.098
H -1.87586 -0.78313 -3.46948  0.118
O -1.07826 1.99057 1.94992  -0.306
H -3.10866 -5.96313 -2.39628  0.074
C -4.30896 3.98737 3.57372  -0.086
H -1.95396 -4.56113 1.33122  0.121
H -5.13846 4.55857 3.96692  0.104
C -0.17666 0.15907 -2.19528  -0.297
N -0.93806 -0.32923 -1.11188  -0.110
H -2.32296 3.87107 0.47092  0.114
C 1.47474 -3.71253 0.53432  -0.009
W -0.65026 0.53197 0.83162  1.472
C -2.63076 -2.74913 -3.29818  -0.041
C -2.02126 -2.51473 -0.57548  -0.099
H -2.12976 3.25027 -3.75658  0.124
C 1.17264 1.03677 -4.53458  -0.281
C -4.52226 3.07937 2.56442  -0.012
C 0.70894 -0.67443 -2.88898  -0.024
H 6.25934 1.65297 -0.96248  0.109
C 1.84824 -5.03773 0.53312  -0.083
N 0.93574 -1.72253 1.75562  -0.158
C -1.99086 -3.06653 2.96112  -0.037
C -2.13206 3.49057 -0.51298  -0.116
H 1.27194 2.24107 -6.29698  0.075
C -2.13606 2.56937 2.52892  -0.266
C -1.95856 3.47367 3.56522  0.017
C -2.86726 -3.83383 -2.45798  -0.291
N -1.82156 -1.34183 1.53782  -0.019
H -2.88556 -2.80023 -4.34688  0.113

Atomic forces in eV per Å
0.0 0.0 -0.1
-0.1 0.1 0.1
-0.2 0.0 0.1
0.1 0.0 -0.1
0.0 -0.1 0.0
-0.4 0.3 0.4
0.0 0.0 -0.1
0.1 0.1 0.0
-0.1 0.0 -0.2
-0.1 0.5 -0.3
0.1 0.0 0.0
-0.1 0.2 -0.1
-0.1 0.1 0.1
0.0 0.0 0.1
-0.1 0.0 0.0
0.0 0.1 0.1
-0.1 0.0 0.0
0.6 -1.7 0.0
-0.1 -0.1 0.0
0.0 0.0 0.0
0.0 -0.1 0.1
0.1 0.0 0.0
0.0 0.1 0.0
-0.3 -0.1 -0.2
0.1 0.0 0.0
3.1 2.0 -1.0
0.2 -0.1 1.0
0.0 -0.1 0.0
0.0 0.1 -0.1
-1.1 -0.4 0.4
-0.4 -0.1 0.1
0.2 0.1 0.1
0.1 -0.1 -0.1
0.5 0.8 1.3
-0.1 -0.1 0.1
-0.1 -0.1 -0.1
0.0 0.2 0.0
-5.3 2.6 0.9
-0.1 0.0 0.0
0.6 -1.1 -0.2
0.0 0.0 0.4
0.0 0.0 0.1
-0.1 0.0 0.1
0.0 0.4 -0.2
0.0 0.0 0.1
-0.1 0.1 0.2
0.0 0.4 0.2
0.1 -0.1 -0.1
0.1 -0.2 -0.1
-0.1 -0.1 -0.1
0.2 -1.2 1.7
0.0 0.2 0.1
0.0 0.0 0.2
0.2 0.0 -0.1
2.2 -3.6 1.9
2.4 -2.4 -1.6
0.0 0.1 -0.1
0.1 0.0 -0.1
0.0 0.1 0.1
-0.4 0.0 -0.7
-0.4 2.0 -1.2
-0.1 -0.2 0.2
0.1 0.1 0.1
0.1 0.0 0.0
0.4 -0.3 0.0
0.1 0.0 0.1
0.0 -0.1 -0.1
0.9 -0.6 -0.5
0.0 -0.1 0.0
0.0 0.0 0.0
-2.4 3.9 2.9
0.0 -0.1 0.0
-0.7 0.0 -0.2
0.0 -0.2 -0.2
0.0 0.0 0.0
-0.1 0.3 -0.2
0.2 0.6 -0.2
0.1 -0.1 0.1
-0.1 0.6 0.3
0.2 -4.3 -2.8
0.1 -0.1 0.2
-0.1 0.1 -1.2
0.0 -0.1 -0.2
-0.1 -0.1 0.1
0.3 -0.1 -0.1
0.0 0.3 0.2
0.1 0.0 -0.2
0.1 -0.2 0.1
-1.1 3.1 -0.4
-0.1 0.0 -0.3
0.5 -0.2 -0.3
0.0 0.1 -0.1
0.5 -1.6 -1.8
-0.1 0.7 0.8
0.1 0.0 0.0
0.1 -0.1 0.7
0.0 0.0 -0.1

Summary:
frontier orbital gap (spin up / spin down) = 4.4 / 4.4 eV
lowest unoccupied orbital energy (spin up / spin down) = -1.0 / -1.0 eV



In order of appearance, DFT total energy = -2676.68376, -209.02064, -1043.22045, -4815.83183 a.u..